{"formula": "C5H11BrO2Si", "method": "wB97M-V/def2-TZVPD", "species": ["C", "O", "C", "C", "C", "C", "Br", "H", "H", "H", "H", "H", "H", "H", "H", "H", "O", "Si", "H", "H"], "coordinates": [[1.86389, 1.01486, 1.07037], [0.74595, 0.13691, 0.77612], [0.56519, -0.34154, -0.53118], [1.47797, 0.11324, -1.57123], [-0.54437, -1.04280, -0.68010], [-1.47867, -1.48923, 0.49203], [-0.88717, -1.74022, -2.38331], [2.17934, 1.66667, 0.26182], [2.68675, 0.40287, 1.58399], [1.40970, 1.60046, 1.87839], [2.49671, 0.06214, -1.14454], [1.23105, 1.12036, -1.87945], [1.53094, -0.34129, -2.59612], [-1.24330, -2.54834, 0.84331], [-2.49512, -1.64159, 0.23856], [-1.27295, -0.85323, 1.28841], [-1.66815, 0.95030, -1.25767], [-2.67303, 1.80178, -0.53182], [-3.01288, 3.20397, -0.95217], [-3.49002, 1.26774, 0.63012]], "forces_ev_per_a": [[-0.7, -1.3, 1.9], [1.0, 0.5, -1.0], [-0.8, -0.5, 1.1], [1.7, 0.1, -1.4], [-0.3, -2.0, 1.3], [2.2, -2.3, -1.8], [-0.4, -0.4, -0.4], [0.1, -0.2, 0.0], [-0.8, 0.9, -1.2], [0.5, 0.3, -0.2], [-0.2, 0.3, -0.5], [0.1, 0.8, 0.4], [-0.5, -0.5, 1.4], [0.4, 1.2, -0.5], [-1.1, 0.8, -0.5], [-0.2, 1.2, 1.5], [-0.3, 0.7, -0.7], [-1.1, 0.5, 0.6], [0.1, -0.4, 0.3], [0.4, 0.4, -0.5]], "e_above_lowest_kj_mol": 303.0, "total_energy_ev": -87375.5523, "fmax_ev_per_a": 3.65}

{"formula": "C49H51N4O", "method": "wB97M-V/def2-TZVPD", "species": ["C", "C", "C", "C", "C", "C", "N", "C", "N", "C", "C", "C", "C", "C", "C", "C", "C", "C", "C", "C", "C", "C", "C", "H", "H", "H", "H", "H", "H", "H", "H", "H", "H", "H", "H", "H", "H", "H", "H", "H", "H", "H", "H", "H", "H", "H", "H", "C", "N", "C", "O", "C", "C", "C", "C", "C", "C", "C", "C", "N", "C", "C", "C", "C", "C", "C", "C", "C", "C", "C", "C", "C", "C", "C", "C", "C", "C", "C", "H", "H", "H", "H", "H", "H", "H", "H", "H", "H", "H", "H", "H", "H", "H", "H", "H", "H", "H", "H", "H", "H", "H", "H", "H", "H", "H"], "coordinates": [[7.72398, 1.51184, -1.06557], [6.26732, 1.89326, -1.00872], [5.37950, 1.50063, -2.01098], [4.02891, 1.85596, -1.99324], [3.19588, 1.53878, -3.19800], [3.53455, 2.54634, -0.87045], [2.15808, 2.86289, -0.73701], [1.03673, 1.95397, -0.90495], [-0.08019, 2.70230, -0.27597], [-1.47197, 2.42941, -0.54488], [-2.29778, 1.88307, 0.51387], [-1.81918, 1.74096, 1.82454], [-3.62499, 1.45876, 0.17037], [-4.21800, 1.84585, -1.02478], [-5.65666, 1.50412, -1.30412], [-3.44516, 2.55528, -1.95004], [-2.08107, 2.83206, -1.73965], [-1.36476, 3.58702, -2.82065], [0.33779, 4.02253, -0.20199], [1.65695, 4.11546, -0.47442], [4.41908, 2.97710, 0.14586], [3.95142, 3.68369, 1.37181], [5.76852, 2.63318, 0.06115], [8.24938, 1.87559, -0.17441], [7.84933, 0.42178, -1.11258], [8.21988, 1.93418, -1.95151], [5.74952, 0.88864, -2.83956], [2.54147, 0.66694, -3.05840], [2.59419, 2.39229, -3.53764], [3.87992, 1.27636, -4.01726], [-2.39705, 1.14611, 2.53449], [0.80458, 1.90216, -1.99439], [-1.05914, 2.42743, 2.19980], [-4.21706, 0.90475, 0.90610], [-6.09846, 2.18956, -2.03918], [-5.75133, 0.48109, -1.69693], [-6.24897, 1.56128, -0.38156], [-3.91288, 2.90326, -2.87344], [-2.07760, 3.76653, -3.63363], [-1.00701, 4.57304, -2.49660], [-0.52486, 3.02548, -3.25080], [-0.32591, 4.82624, 0.09007], [2.26710, 5.00905, -0.43710], [4.82199, 3.90895, 1.99822], [3.45915, 4.63548, 1.15265], [3.27307, 3.05613, 1.96430], [6.43851, 2.91523, 0.87833], [-4.34099, -2.91288, 1.33599], [-3.18307, -2.85373, 0.47810], [-2.94748, -3.78742, -0.50358], [-3.70642, -4.69553, -0.83025], [-1.58931, -3.44582, -1.11862], [-1.55391, -3.38613, -2.64084], [-2.48709, -2.32457, -3.16648], [-3.84653, -2.62459, -3.28796], [-4.74828, -1.65218, -3.71429], [-4.29131, -0.36915, -4.02974], [-2.92497, -0.08368, -3.96301], [-2.02229, -1.06028, -3.53920], [-1.30172, -2.15645, -0.52253], [-0.22397, -1.39150, -0.84090], [0.04108, -0.20850, -0.23913], [1.30226, 0.57834, -0.46940], [2.20732, 0.46174, 0.76859], [3.42402, -0.21892, 0.69479], [4.25437, -0.28252, 1.81491], [3.79132, 0.19884, 3.03880], [2.51198, 0.75321, 3.13996], [1.71724, 0.89344, 1.99444], [-2.08873, -1.90598, 0.68813], [-1.30456, -2.14045, 1.93794], [-1.35591, -3.32356, 2.58279], [-0.77279, -3.63282, 3.87147], [-1.06319, -4.89013, 4.45626], [-0.61380, -5.20093, 5.73469], [0.16057, -4.27206, 6.44761], [0.48636, -3.03724, 5.86583], [0.02991, -2.71273, 4.58571], [-5.13405, -3.45095, 0.80921], [-4.12164, -3.42196, 2.28240], [-4.66896, -1.89049, 1.55029], [-0.87171, -4.20305, -0.74036], [-0.52265, -3.20764, -2.96181], [-1.87036, -4.37314, -2.99726], [-4.18984, -3.62755, -3.02181], [-5.80637, -1.90064, -3.79582], [-4.99621, 0.40287, -4.34467], [-2.55435, 0.90363, -4.23860], [-0.95316, -0.83746, -3.48719], [0.41111, -1.77671, -1.64451], [-0.62612, 0.17856, 0.52985], [1.83072, 0.12274, -1.31584], [3.73153, -0.67060, -0.25228], [5.25674, -0.70893, 1.71763], [4.42259, 0.12988, 3.92683], [2.12012, 1.08806, 4.09896], [0.70412, 1.30567, 2.04747], [-2.47410, -0.86916, 0.68898], [-0.60181, -1.34836, 2.21193], [-1.91227, -4.13865, 2.11118], [-1.66536, -5.60004, 3.88374], [-0.87120, -6.16455, 6.17888], [0.50491, -4.51060, 7.45482], [1.09479, -2.31863, 6.41790], [0.27665, -1.75006, 4.12883]], "forces_ev_per_a": [[0.2, 0.0, 0.0], [-0.1, -0.2, 0.1], [0.0, 0.0, 0.1], [0.1, 0.2, 0.5], [0.1, -0.3, -0.5], [0.8, 0.2, 0.1], [-0.1, 0.9, -0.1], [-0.1, 0.8, -1.3], [-1.2, -0.4, 0.8], [0.3, 0.8, 0.1], [0.7, -0.9, 0.1], [-0.9, 1.1, -1.1], [-0.3, 0.2, -0.3], [0.0, -0.6, 0.9], [-0.3, -0.1, 0.0], [0.7, 0.1, 0.4], [-0.3, 0.4, 0.2], [0.0, 0.0, -0.6], [-0.2, 0.9, -0.4], [0.0, -0.3, 0.0], [0.1, -0.6, -0.4], [0.1, 0.3, 0.6], [-0.2, 0.0, -0.2], [-0.1, -0.1, -0.2], [0.0, 0.2, 0.0], [-0.2, -0.1, 0.2], [-0.1, 0.3, 0.2], [0.0, 0.2, -0.1], [0.1, -0.2, 0.2], [-0.3, 0.1, 0.1], [0.2, 0.2, -0.1], [-0.2, 0.0, 0.3], [0.1, -0.6, -0.2], [0.2, 0.2, -0.2], [0.1, -0.2, 0.2], [0.1, 0.3, 0.1], [0.1, 0.0, -0.3], [0.2, -0.2, 0.2], [0.2, 0.0, 0.1], [0.1, -0.3, 0.1], [-0.1, 0.2, 0.2], [0.0, -0.2, 0.0], [-0.1, -0.3, -0.1], [-0.2, 0.0, -0.1], [0.1, -0.2, 0.2], [0.0, 0.2, -0.2], [-0.2, 0.0, -0.3], [-0.1, 0.1, 0.1], [0.3, -0.3, -0.4], [-0.8, 0.0, -0.1], [1.0, 1.0, 0.4], [0.4, -0.1, 0.5], [-0.3, -0.3, 0.0], [0.0, 0.0, -0.3], [-0.1, 0.1, 0.1], [0.1, 0.1, 0.1], [0.1, -0.1, 0.0], [0.0, -0.1, 0.1], [-0.3, 0.0, 0.1], [0.0, 0.3, 0.0], [-0.1, 0.6, 0.4], [0.0, -0.3, -0.5], [0.7, -2.0, 0.8], [-0.5, -0.6, -0.4], [0.1, 0.4, 0.1], [-0.2, -0.1, -0.2], [0.0, 0.1, 0.2], [-0.2, 0.0, -0.3], [0.4, 0.0, 0.5], [-0.3, -0.6, -0.9], [0.3, -0.9, 0.5], [-0.1, 0.9, -0.9], [0.7, -0.5, 1.1], [0.1, 0.7, -0.2], [0.2, 0.3, 0.2], [-0.2, 0.0, -0.4], [-0.1, -0.1, -0.2], [-0.3, -0.6, 0.1], [0.2, 0.1, 0.1], [-0.1, 0.1, -0.1], [-0.1, -0.1, 0.0], [-0.2, 0.1, -0.3], [-0.2, -0.1, -0.1], [0.2, 0.1, -0.1], [0.0, 0.3, -0.1], [0.2, 0.1, 0.0], [0.2, -0.2, 0.0], [-0.1, -0.2, 0.0], [-0.3, 0.0, 0.0], [-0.1, 0.1, 0.3], [0.4, -0.4, -0.3], [0.0, -0.1, 0.3], [0.0, 0.3, 0.2], [-0.4, 0.0, 0.1], [-0.2, 0.0, -0.3], [0.2, -0.1, -0.1], [0.6, -0.1, 0.1], [0.0, -0.4, -0.2], [-0.4, -0.2, 0.3], [-0.1, 0.3, 0.3], [0.2, 0.2, 0.2], [0.1, 0.3, -0.1], [-0.1, 0.1, -0.3], [-0.2, -0.2, -0.1], [0.0, -0.3, 0.3]], "e_above_lowest_kj_mol": 150.6, "total_energy_ev": -59640.4091, "fmax_ev_per_a": 2.28, "total_charge": 1}

{"formula": "C4H12NO2", "method": "wB97M-V/def2-TZVPD", "species": ["C", "C", "C", "C", "O", "N", "H", "H", "H", "H", "H", "H", "H", "H", "H", "H", "H", "H", "O"], "coordinates": [[-1.27603, -1.12173, -0.46189], [-0.38428, -0.68670, -1.52575], [0.25255, 0.71585, -1.34892], [-0.31276, 1.58328, -0.32004], [-0.75120, 1.08734, 0.67694], [-0.36191, -1.73274, 0.62185], [-1.93863, -0.38590, 0.03017], [-1.99348, -1.91146, -0.84698], [0.57322, -1.39944, -1.70885], [-0.82780, -0.76932, -2.61222], [1.33308, 0.68968, -1.51065], [0.13272, 1.27020, -2.36530], [-0.19088, 2.70337, -0.42659], [0.32205, -1.00702, 0.97656], [0.28823, -2.49376, 0.21349], [-0.85299, -2.23026, 1.30965], [2.77754, 0.29364, 2.47639], [1.52216, 1.20971, 2.10105], [2.21511, 0.56460, 1.81680]], "forces_ev_per_a": [[-1.9, -2.5, 0.8], [3.0, -0.2, -4.1], [-0.2, 0.8, -4.5], [1.8, 1.2, 0.1], [-0.6, 0.5, 1.6], [2.4, -0.3, -2.2], [0.8, -0.4, -0.5], [1.2, 0.4, 0.7], [-2.4, 1.0, 0.8], [0.3, 0.3, 2.4], [0.2, 0.0, 1.4], [-0.5, -0.6, 1.4], [-0.4, -0.8, 0.0], [-1.1, -0.5, 0.1], [-1.3, 1.5, 0.3], [-1.0, -0.3, 1.8], [1.7, -0.5, 2.8], [1.3, -0.9, 0.2], [-3.3, 1.2, -3.1]], "e_above_lowest_kj_mol": 248.2, "total_energy_ev": -9919.6572, "fmax_ev_per_a": 5.06, "total_charge": 1}

{"formula": "C15H15F5O15", "method": "wB97M-V/def2-TZVPD", "species": ["O", "C", "O", "C", "C", "F", "O", "H", "H", "H", "O", "C", "O", "C", "C", "F", "O", "H", "H", "H", "O", "C", "O", "C", "C", "F", "O", "H", "H", "H", "O", "C", "O", "C", "C", "F", "O", "H", "H", "H", "O", "C", "O", "C", "C", "F", "O", "H", "H", "H"], "coordinates": [[-9.26411, -15.40886, 14.02460], [-10.16334, -14.60212, 14.10054], [-10.33615, -13.49232, 13.38968], [-11.49115, -12.72176, 13.82953], [-12.08570, -13.67835, 14.90883], [-13.05300, -14.34501, 14.29099], [-11.00701, -14.60066, 15.19487], [-11.18821, -11.76925, 14.28915], [-12.18495, -12.48822, 13.07550], [-12.42340, -13.21273, 15.78276], [-6.84118, -15.94954, 6.34223], [-7.38655, -14.96785, 6.72478], [-6.73480, -13.91928, 7.20424], [-7.58526, -12.76429, 7.37073], [-8.95120, -13.37226, 6.87511], [-9.39536, -12.93673, 5.66331], [-8.74201, -14.69815, 6.72774], [-7.53837, -12.29821, 8.37967], [-7.41336, -11.98051, 6.67395], [-9.80081, -13.14674, 7.56428], [-8.26696, -9.68061, 8.95320], [-8.47861, -10.51480, 9.75552], [-7.84004, -10.70619, 10.94120], [-8.41520, -11.82363, 11.55849], [-9.78923, -12.01596, 10.85766], [-10.74862, -11.15769, 11.36427], [-9.42688, -11.52769, 9.59667], [-7.68078, -12.65640, 11.40758], [-8.53785, -11.51128, 12.61222], [-10.06737, -13.06272, 10.78538], [-13.68221, -16.69310, 11.66087], [-12.54948, -16.85497, 11.29359], [-12.06033, -17.51352, 10.26135], [-10.64097, -17.58353, 10.32157], [-10.31263, -16.41396, 11.19894], [-10.12656, -15.25984, 10.33566], [-11.48843, -16.23323, 11.91571], [-10.38029, -18.54541, 10.70564], [-10.27099, -17.42052, 9.30012], [-9.47709, -16.47156, 11.89399], [-9.12362, -10.19051, 14.15715], [-8.84901, -9.07824, 13.86063], [-9.73184, -8.03524, 13.89657], [-9.19696, -7.06833, 12.97710], [-7.68912, -7.23499, 13.18851], [-7.27625, -6.53107, 14.29423], [-7.65960, -8.64279, 13.46236], [-9.44862, -7.32158, 11.90770], [-9.61386, -6.08797, 13.10453], [-7.04618, -6.98360, 12.34970]], "forces_ev_per_a": [[-1.4, 1.2, -0.8], [1.3, -0.6, 2.4], [-0.5, 0.5, -1.1], [1.3, -0.6, 2.8], [2.5, -0.1, -2.1], [-1.5, -1.0, -0.1], [-1.1, 0.9, -1.0], [0.5, -0.4, -0.3], [-0.7, -0.3, -1.3], [-0.5, 0.4, 1.4], [-0.8, -0.1, 0.2], [0.0, -0.1, -0.4], [0.7, 1.8, 0.5], [-1.4, -1.1, -0.4], [-1.4, 1.5, 2.1], [0.6, 0.9, -0.6], [0.9, -2.0, 0.2], [-0.1, -1.1, -0.7], [1.0, 0.5, -0.8], [0.7, -0.4, -0.3], [0.2, 0.3, -0.3], [-0.2, -1.0, 0.8], [-0.5, 1.3, -1.8], [-0.3, -0.7, 1.9], [2.4, 0.5, 0.0], [0.3, -0.8, 0.0], [-0.3, 0.8, -0.5], [-1.1, 0.2, 0.4], [0.1, -0.9, -0.5], [-0.7, 0.3, 0.1], [1.5, -0.7, -0.8], [-1.0, 1.4, 0.9], [-1.0, -1.0, -0.7], [-0.1, 0.7, -1.3], [-0.3, 1.0, -0.3], [-0.1, -1.2, 1.1], [0.4, 0.5, 0.6], [0.5, -0.5, 0.4], [0.0, -0.3, 0.4], [0.0, 0.2, -0.3], [0.1, -0.5, 0.3], [-1.2, 1.0, 0.5], [0.2, -0.1, -0.9], [0.2, -0.3, -1.3], [-1.2, -0.2, 0.5], [0.0, -0.5, -0.4], [1.6, 0.6, -0.4], [0.2, -0.2, 1.0], [0.0, 0.4, 0.8], [0.0, -0.2, 0.1]], "e_above_lowest_kj_mol": 87.3, "total_energy_ev": -60098.3540, "fmax_ev_per_a": 3.23}

{"formula": "CH5ClNP", "method": "wB97M-V/def2-TZVPD", "species": ["H", "P", "N", "C", "H", "H", "H", "Cl", "H"], "coordinates": [[-1.66189, 2.11608, -1.40904], [-0.84768, 1.07958, -1.03224], [-1.64676, 0.59882, 0.18442], [-1.38580, -0.59318, 0.99303], [-1.41817, -1.54871, 0.44420], [-0.52223, -0.35511, 1.53816], [-2.19094, -0.68910, 1.86801], [4.84419, 0.26732, -1.60175], [4.82928, -0.87570, -0.98478]], "forces_ev_per_a": [[-0.7, 1.2, -0.3], [1.5, -0.9, -0.8], [-1.5, -1.0, 1.1], [-2.9, 0.5, 1.3], [0.5, 0.5, 0.1], [1.7, -0.5, 0.6], [1.3, 0.2, -2.0], [0.0, -0.5, 0.3], [0.0, 0.5, -0.3]], "e_above_lowest_kj_mol": 276.1, "total_energy_ev": -24417.5330, "fmax_ev_per_a": 3.20}

{"formula": "C14H27N4O7P2Sr", "method": "wB97M-V/def2-TZVPD", "species": ["Sr", "C", "C", "N", "C", "C", "C", "C", "C", "C", "C", "N", "C", "C", "N", "N", "H", "H", "H", "H", "H", "H", "H", "H", "H", "H", "H", "H", "H", "H", "H", "H", "H", "H", "C", "C", "O", "P", "O", "O", "O", "P", "O", "O", "O", "H", "H", "H", "H", "H", "H", "H", "C", "H", "H"], "coordinates": [[0.23191, -0.26427, -0.52377], [0.80444, 2.11427, 2.30187], [1.94930, 1.09512, 2.24630], [1.49433, -0.25714, 1.98590], [0.79528, -0.94761, 3.03715], [-0.68008, -0.59247, 3.10047], [-1.33769, -0.49697, 4.32175], [-2.68174, -0.15929, 4.33508], [-3.30923, 0.10621, 3.12812], [-2.57861, -0.00605, 1.95181], [-3.20184, 0.30927, 0.60422], [-2.27092, 0.94612, -0.29164], [-2.06138, 2.37406, -0.13773], [-1.25401, 2.73707, 1.11193], [0.02840, 2.08636, 1.09345], [-1.30042, -0.37805, 1.94326], [1.24891, 3.10036, 2.52969], [0.14341, 1.87831, 3.14534], [2.51679, 1.17166, 3.19036], [2.62082, 1.37054, 1.43018], [2.19544, -0.82217, 1.52483], [1.24049, -0.76423, 4.02881], [0.86466, -2.02048, 2.83815], [-0.80241, -0.66673, 5.24761], [-3.22102, -0.07531, 5.27016], [-4.34590, 0.41844, 3.10344], [-4.10480, 0.91901, 0.76995], [-3.52101, -0.63416, 0.15283], [-2.35945, 0.66355, -1.25954], [-3.01517, 2.92899, -0.10109], [-1.49467, 2.70294, -1.01051], [-1.79457, 2.43016, 2.01602], [-1.18970, 3.83965, 1.15224], [0.54668, 2.25964, 0.21692], [2.95427, 0.47748, -3.56652], [1.97072, -0.67887, -3.42280], [2.24423, -1.61417, -4.50123], [0.14417, 0.11404, -3.73566], [0.87649, 1.76310, -1.51505], [-0.23743, -1.02471, -5.01297], [-0.83819, -0.36520, -2.67555], [2.46673, -1.66643, -1.97942], [3.85268, -2.30609, -2.48602], [1.52791, -2.89760, -1.82519], [2.67546, -0.88388, -0.73371], [2.62931, 1.14099, -4.37269], [3.95794, 0.11645, -3.80082], [2.97738, 1.04090, -2.63459], [1.39482, -1.70785, -4.97557], [1.40410, 2.48307, -1.86273], [-0.77368, -1.70790, -4.58400], [3.70355, -2.53740, -3.41576], [0.40833, -2.98036, -0.76551], [-0.40366, -3.40233, -1.37554], [0.76082, -3.81994, -0.14940]], "forces_ev_per_a": [[-0.7, 0.3, 1.1], [0.1, 0.0, -0.1], [-0.1, 0.1, 0.1], [0.0, 0.0, -0.2], [0.0, 0.0, 0.0], [0.1, 0.0, 0.0], [-0.1, 0.0, 0.1], [0.1, 0.0, -0.2], [-0.1, 0.0, 0.2], [0.0, 0.0, 0.0], [0.0, 0.0, -0.1], [0.1, -0.1, -0.1], [0.0, 0.1, 0.0], [0.0, 0.0, -0.1], [0.0, 0.0, 0.1], [-0.1, -0.1, 0.0], [0.0, 0.0, 0.0], [0.0, 0.0, 0.0], [0.0, 0.0, 0.0], [0.0, 0.0, 0.0], [0.1, 0.0, 0.0], [0.0, 0.0, 0.0], [0.0, 0.0, 0.0], [0.0, 0.0, 0.0], [0.0, 0.0, 0.0], [0.0, 0.0, -0.1], [0.0, 0.0, 0.0], [0.0, 0.0, 0.0], [-0.1, 0.0, 0.0], [0.0, 0.0, 0.0], [0.0, 0.0, 0.0], [0.0, 0.0, 0.0], [0.0, 0.0, 0.0], [0.0, 0.0, -0.1], [0.0, 0.2, 0.1], [0.2, -0.1, -0.3], [-0.1, 0.1, -0.1], [0.3, 0.2, -1.3], [0.2, 0.4, 0.2], [0.2, 0.1, 0.3], [-0.5, -0.4, 0.5], [0.3, -0.8, -0.1], [-0.1, 0.1, 0.1], [0.1, 0.1, -0.3], [0.1, 0.2, 0.3], [0.0, 0.0, 0.0], [0.0, -0.1, 0.0], [0.0, 0.1, 0.0], [0.0, 0.0, 0.0], [0.0, -0.1, -0.2], [0.0, 0.0, 0.0], [0.1, 0.0, -0.1], [0.1, -0.1, 0.0], [0.0, 0.0, 0.1], [0.0, 0.0, 0.0]], "e_above_lowest_kj_mol": 0.0, "total_energy_ev": -54669.2654, "fmax_ev_per_a": 1.38, "total_charge": -1}